Here is a 2-piece molecular cluster, C14H18F3N3O4S overall from the OMol25 dataset. Energies are from ωB97M-V/def2-TZVPD.

Last column: Mulliken charge in e.
Atoms and positions in Å:
C 1.70709 -4.08358 1.35659  -1.202
C 1.42476 -2.79105 2.10685  0.357
N 1.18679 -2.89830 3.34632  -0.630
C 1.43874 -1.42795 1.40297  -1.160
C 0.18631 -1.10618 0.56345  1.276
S 0.14113 -2.17857 -0.93714  -0.173
C 0.35728 0.28705 0.05172  -0.482
N 0.44457 1.41254 -0.16494  -0.457
C -1.14941 -1.14622 1.36429  0.430
C -0.94801 -0.61422 2.74103  -0.449
N -0.57727 -0.05841 3.67607  -0.552
C -1.82940 -2.53414 1.41429  -0.834
C -2.87600 -2.63643 2.52336  -0.705
O -3.81170 -3.70707 2.29733  -0.388
C -3.20723 -4.86484 1.88063  0.119
O -2.61514 -5.58907 2.62056  -0.435
H 2.69897 -4.46342 1.59814  0.414
H 0.96676 -4.81295 1.68820  0.320
H 1.61478 -3.98378 0.27648  0.291
H 1.03205 -1.98931 3.78083  0.328
H 2.30734 -1.38033 0.73727  0.492
H 1.57130 -0.65356 2.15779  0.510
H -1.10956 -1.94170 -1.39326  0.176
H -1.85469 -0.45625 0.89383  0.781
H -1.06277 -3.30855 1.45629  0.393
H -2.35381 -2.67797 0.46657  0.397
H -3.44856 -1.70769 2.52655  0.383
H -2.43582 -2.80152 3.50880  0.439
H -3.32629 -5.15029 0.82323  0.394
C 1.14668 2.87206 -3.01031  -0.923
C 1.53614 4.06821 -2.17301  -0.244
O 1.73914 5.23727 -2.99344  -0.321
C 0.64556 5.89963 -3.34345  0.358
O -0.47916 5.62417 -3.04989  -0.507
C 1.03507 7.13205 -4.17177  0.882
F 1.95282 6.83086 -5.09655  -0.247
F 1.54701 8.08029 -3.37610  -0.254
F -0.02428 7.64131 -4.79218  -0.240
H 1.88364 2.69624 -3.79619  0.327
H 1.07806 1.98822 -2.38713  0.164
H 0.18328 3.02936 -3.49623  0.277
H 2.48751 3.88973 -1.67633  0.362
H 0.79632 4.27437 -1.40153  0.329

Properties
F_max = 0.023 hartree/bohr
LUMO energy = -0.2 eV
charge = 0
orbital gap = 10.32 eV


Here is a 2-piece molecular cluster, C2H9O overall from the OMol25 dataset. Energies are from ωB97M-V/def2-TZVPD.

Last column: Mulliken charge in e.
Atoms and positions in Å:
O -1.46285 1.18155 1.56422  -0.363
H -1.14683 1.96520 2.03850  0.439
H -2.28606 1.47003 1.13685  0.429
H -1.09453 0.29142 1.37980  0.458
C 0.35032 -0.71275 -0.41660  -0.851
C 1.45283 -0.76317 -1.48201  -0.920
H -0.04579 0.33161 -0.35731  0.188
H -0.57433 -1.28249 -0.68465  0.412
H 0.68965 -1.17599 0.55353  0.373
H 2.26099 0.06805 -1.52385  0.287
H 0.92145 -0.79782 -2.44562  0.272
H 2.14031 -1.56299 -1.23268  0.276

Properties
F_max = 0.041 hartree/bohr
LUMO energy = -5.2 eV
charge = +1
orbital gap = 9.70 eV


Number 1 is which compound? C14H18F3N3O4S